{"formula": "C30H44BBrFNO12S3", "method": "the ωB97M-V functional and the def2-TZVPD basis", "de_lowest_kcal_mol": 0.0, "e_tot_ev": -163828.2749, "homo_energy_ha": -0.32796, "homo_lumo_gap_ev": 8.24, "largest_force_ha_per_bohr": 0.0470, "lumo_energy_ev": -0.68, "molar_mass_g_mol": 816.6, "elements": ["C", "C", "C", "Br", "C", "C", "C", "C", "C", "S", "O", "O", "O", "C", "O", "C", "C", "C", "C", "C", "N", "O", "C", "C", "C", "B", "O", "O", "C", "C", "C", "F", "C", "C", "O", "H", "H", "H", "H", "H", "H", "H", "H", "H", "H", "H", "H", "H", "H", "H", "H", "H", "H", "H", "H", "H", "H", "H", "H", "H", "H", "H", "H", "O", "S", "O", "C", "C", "C", "C", "H", "H", "H", "H", "H", "H", "H", "H", "O", "S", "O", "C", "C", "C", "C", "H", "H", "H", "H", "H", "H", "H", "H"], "coordinates": [[6.006596, 4.314113, 0.104790], [5.467663, 2.968923, -0.429931], [4.264680, 2.531117, 0.449458], [4.839453, 1.561764, 2.052422], [3.142012, 1.857963, -0.298169], [3.198674, 0.725057, -1.000883], [4.422248, -0.137845, -1.189480], [4.650109, -1.193676, -0.062206], [6.164756, -1.279289, 0.227231], [6.541608, -2.084731, 1.790588], [7.688053, -2.923342, 1.574967], [5.399310, -2.766841, 2.293466], [7.027823, -0.951820, 2.810331], [1.968307, 0.233079, -1.722560], [2.060717, -0.428896, -2.735334], [0.643737, 0.620180, -1.135133], [-0.467186, -0.180607, -1.343063], [-0.449637, -1.472643, -2.131391], [-1.590010, -2.443715, -1.778760], [-1.678220, -2.771329, -0.304623], [-0.626359, -3.475016, 0.332851], [-2.649797, -2.401651, 0.333175], [-1.655448, 0.267862, -0.792196], [-1.757288, 1.427399, -0.053789], [-3.159276, 1.751315, 0.439352], [-3.830762, 2.939660, -0.379449], [-3.113475, 3.912516, -1.060677], [-5.192579, 3.024359, -0.465834], [-0.638616, 2.240690, 0.173977], [-0.694816, 3.521032, 0.989164], [-1.383925, 3.389035, 2.371489], [-1.256307, 2.129950, 2.920636], [0.553732, 1.800261, -0.399449], [1.822913, 2.592296, -0.286230], [1.851688, 3.808306, -0.222436], [7.002166, 4.484101, -0.310135], [5.346861, 5.114547, -0.234137], [6.039670, 4.261135, 1.194565], [5.045997, 3.107641, -1.429040], [6.250265, 2.210514, -0.419366], [3.845217, 3.461737, 0.832929], [4.249772, -0.710314, -2.106532], [5.341100, 0.421394, -1.362814], [4.089956, -0.994956, 0.848339], [4.351302, -2.181989, -0.418819], [6.707868, -1.772441, -0.577589], [6.552336, -0.259442, 0.314865], [7.987145, -0.871978, 2.703385], [-0.577114, -1.205158, -3.187858], [0.495546, -2.010603, -2.075571], [-1.438119, -3.386280, -2.321846], [-2.552818, -2.071637, -2.130257], [-0.802899, -3.362483, 1.328887], [-0.722419, -4.469992, 0.142954], [-2.551822, -0.315652, -0.952540], [-3.800008, 0.884895, 0.237147], [-3.208073, 1.905107, 1.517088], [-2.370461, 3.540191, -1.549106], [-5.442600, 3.841111, -0.913510], [0.282618, 3.951708, 1.174934], [-1.281558, 4.261983, 0.440141], [-1.007550, 4.165863, 3.041885], [-2.444287, 3.619167, 2.231309], [-3.579299, -2.086913, -3.961000], [-4.444495, -1.583957, -5.001456], [-3.921220, -0.865827, -6.133629], [-5.480262, -2.924044, -5.575843], [-6.699667, -2.877018, -4.660324], [-7.061084, -1.392707, -4.520038], [-5.761342, -0.628998, -4.238329], [-4.930215, -3.860571, -5.518797], [-5.752038, -2.710282, -6.609266], [-7.525887, -3.458327, -5.067269], [-6.446719, -3.289628, -3.681000], [-7.503182, -1.035995, -5.452750], [-7.790929, -1.228121, -3.728611], [-5.770078, 0.368532, -4.670484], [-5.553580, -0.568707, -3.171096], [-1.368973, -3.086991, 3.576219], [-0.592561, -1.871035, 3.628597], [-0.136429, -1.218283, 2.429294], [-1.447073, -0.686444, 4.657824], [-0.931786, -0.969514, 6.065742], [0.580631, -1.183606, 5.922502], [0.799875, -2.128888, 4.734890], [-2.521362, -0.821051, 4.552977], [-1.158425, 0.309150, 4.322534], [-1.162195, -0.150721, 6.746260], [-1.397678, -1.876415, 6.458716], [1.066144, -0.225636, 5.724804], [1.019170, -1.590564, 6.832885], [1.721416, -1.908394, 4.201367], [0.790769, -3.172692, 5.043664]], "atomic_forces_ev_per_a": [[0.0, -0.8, -0.6], [-0.6, 0.3, 0.8], [0.0, 0.7, -0.8], [-0.1, 0.1, -0.2], [-0.5, -0.5, 0.4], [0.6, -0.5, -0.1], [-0.2, -0.7, -0.2], [0.6, -0.2, -0.3], [-0.7, 1.1, 0.5], [1.0, -2.1, -0.7], [0.5, 0.5, -0.2], [-0.7, 1.0, 0.4], [-0.7, 0.1, -0.2], [-0.4, 0.4, 0.2], [0.2, 0.1, 0.3], [0.7, -0.4, -0.3], [-0.1, -0.4, -0.1], [-0.3, -0.2, -0.3], [0.2, -0.4, 0.0], [-1.0, 0.2, 0.4], [-0.4, 0.1, -0.2], [0.5, 0.1, -0.1], [0.0, -0.2, -0.3], [-0.8, 0.3, 0.6], [-0.1, 0.0, -0.7], [0.1, 0.1, 0.0], [-0.3, -0.3, -0.4], [0.1, 0.1, 0.5], [0.2, 0.1, 0.0], [-0.3, -0.2, 0.9], [-0.6, 0.9, -1.1], [0.2, 0.0, 0.2], [0.7, 0.4, 0.1], [0.3, 0.3, 0.0], [-0.1, -0.2, 0.0], [0.0, 0.2, 0.2], [0.1, 0.1, 0.3], [0.2, 0.3, -0.1], [0.4, -0.2, -0.1], [-0.1, 0.0, -0.2], [0.0, -0.2, 0.1], [0.1, 0.2, 0.0], [-0.2, 0.3, 0.2], [0.0, 0.2, -0.1], [-0.2, 0.1, 0.1], [0.1, -0.3, 0.3], [0.1, -0.1, 0.1], [0.0, -0.1, 0.0], [0.1, -0.1, 0.1], [0.0, 0.3, 0.2], [0.2, 0.2, 0.0], [0.2, -0.1, 0.4], [0.1, -0.1, 0.0], [0.4, 0.1, -0.3], [0.0, 0.0, 0.1], [0.1, 0.0, 0.2], [0.0, 0.1, -0.1], [0.3, 0.2, 0.3], [-0.1, -0.1, -0.1], [0.0, -0.2, -0.3], [0.2, 0.1, 0.0], [0.3, -0.4, 0.2], [0.0, -0.3, 0.3], [0.0, 0.1, -0.3], [-0.3, 0.0, -0.2], [0.2, 0.0, 0.1], [-0.3, -0.2, 0.0], [0.0, 0.1, 0.1], [0.0, 0.0, 0.0], [-0.4, 0.1, 0.1], [0.1, 0.1, 0.0], [0.1, 0.0, 0.0], [0.0, 0.0, 0.0], [0.0, 0.0, 0.0], [0.0, 0.0, 0.0], [0.0, 0.0, 0.0], [0.2, 0.0, 0.0], [0.1, 0.0, 0.0], [0.1, -0.1, -0.2], [0.1, 0.4, 0.3], [-0.1, -0.2, -0.2], [-0.1, 0.1, 0.3], [0.1, -0.1, 0.0], [0.0, 0.1, 0.0], [0.3, 0.1, 0.3], [0.0, -0.1, -0.2], [0.0, -0.1, -0.1], [0.0, 0.0, 0.0], [0.0, 0.0, 0.0], [0.0, 0.0, 0.0], [0.0, 0.0, 0.0], [-0.1, -0.1, -0.1], [-0.1, 0.0, -0.1]], "mulliken_charge": [-1.32, -0.39, -0.65, -0.08, 0.41, 1.02, -1.58, -0.52, -0.61, 1.21, -0.70, -0.58, -0.45, -0.60, -0.65, 0.23, 0.67, -0.86, -0.88, 0.49, -0.45, -0.60, -0.71, 1.31, -1.55, 0.56, -0.62, -0.55, 0.25, -0.83, -0.86, -0.14, 0.71, -0.70, -0.68, 0.43, 0.33, 0.31, 0.46, 0.15, 0.75, 0.59, 0.72, 0.42, 0.47, 0.39, 0.11, 0.35, 0.35, 0.41, 0.79, 0.16, 0.20, 0.27, 0.15, 0.35, 0.31, 0.35, 0.31, 0.52, 0.27, 0.43, 0.31, -0.54, 1.00, -0.71, -0.76, -0.56, -0.66, -0.54, 0.39, 0.36, 0.36, 0.29, 0.29, 0.35, 0.38, 0.28, -0.79, 1.24, -0.35, -0.40, -0.72, -0.60, -0.83, 0.48, 0.03, 0.37, 0.32, 0.28, 0.35, 0.35, 0.37]}